Formula: C62H93CaO47
Source: OMol25
Level of theory: the ωB97M-V functional and the def2-TZVPD basis

XYZ file:
```
203
Properties=species:S:1:pos:R:3:forces:R:3
Ca -0.66328 -1.96553 -1.97396 0.242 0.079 0.107
C 1.00548 -0.00705 1.40920 0.895 0.101 0.886
C 0.41998 -0.52150 0.12755 -1.238 0.071 0.321
O -0.81011 -0.43733 -0.06834 -1.927 0.709 0.881
O 1.09494 -1.06043 -0.75173 2.735 -0.688 -0.615
H 1.00818 -0.69966 2.25087 -0.414 -0.662 -0.341
H 0.48561 0.83843 1.85975 0.006 0.340 -0.535
H 2.07338 0.17891 1.29472 -0.129 0.403 -0.121
C -4.19668 -0.19943 4.87985 -0.596 1.232 0.300
C -3.57774 -1.25705 4.03055 -1.485 0.810 -0.548
C -2.53905 -0.80221 3.04622 -0.655 0.809 -0.719
O -1.40230 -1.62939 3.28909 0.200 0.692 -1.115
C -1.68718 -2.47068 4.24138 -0.314 -3.277 2.556
O -1.03856 -3.45461 4.59392 -1.474 2.666 -1.075
O -2.94072 -2.15941 4.79176 3.486 -2.941 1.761
H -3.51057 0.56716 5.23998 0.539 -0.239 -0.109
H -4.67162 -0.58288 5.78291 -0.163 -0.308 -0.268
H -4.92486 0.37050 4.30277 -0.282 -0.122 -0.022
H -4.33021 -1.84392 3.50380 -0.626 0.341 -0.252
H -2.31124 0.25197 3.20404 0.411 -0.171 -0.304
H -3.00453 -1.00267 2.08121 1.007 0.333 -0.514
C -5.04590 -5.65018 1.37505 -0.707 -0.367 2.425
C -3.86838 -4.85094 1.93813 -0.853 -0.325 -1.660
C -2.58544 -5.62215 2.05850 0.598 0.686 0.360
O -1.72421 -4.88682 1.18338 2.204 -1.743 0.126
C -2.33206 -3.94388 0.52107 2.071 0.619 -1.251
O -1.79460 -3.24979 -0.32166 -1.294 -0.681 1.261
O -3.55060 -3.88779 0.93179 -2.607 2.172 -0.290
H -5.98158 -5.09222 1.33923 0.219 0.357 -0.364
H -5.24662 -6.32334 2.20851 -0.254 -0.508 0.069
H -4.95601 -6.31071 0.51266 0.721 0.591 -0.142
H -4.01408 -4.31950 2.87858 -0.808 -0.022 -0.154
H -2.68189 -6.66695 1.76323 0.354 0.089 0.050
H -2.18387 -5.44031 3.05538 0.164 -0.772 0.030
C 0.58977 6.52612 -0.12879 0.106 0.510 1.495
C 1.05982 6.46599 1.37140 -0.557 0.090 -1.188
C -0.01383 6.40416 2.47536 -0.440 0.991 -0.812
O 0.26139 5.20647 3.19208 -0.377 0.272 -0.212
C 1.32878 4.60379 2.62296 0.686 -2.101 2.747
O 1.89045 3.65693 3.14563 -1.005 1.010 -1.114
O 1.67918 5.18541 1.52335 1.284 0.648 -1.336
H -0.14983 5.73619 -0.25956 -0.039 0.102 -0.277
H 1.40974 6.43134 -0.84066 0.203 -0.382 0.329
H 0.17474 7.50967 -0.34901 -0.376 -0.054 0.155
H 1.72589 7.28882 1.63103 0.559 -0.329 -0.291
H -0.98727 6.46578 1.98884 -0.361 -0.785 0.295
H 0.01425 7.26417 3.14446 0.306 -0.184 0.144
C 5.20329 -3.57075 -1.31966 0.548 -0.865 -0.001
C 4.13937 -4.56927 -1.82778 0.848 0.294 0.341
C 3.75911 -5.67027 -0.81100 -0.246 1.956 0.229
O 2.33055 -5.47255 -0.72421 -1.195 -1.386 0.875
C 1.88366 -4.39866 -1.36651 -1.477 1.093 0.134
O 0.72028 -3.95057 -1.37213 3.304 -1.688 0.178
O 2.91076 -3.84417 -1.97513 -0.118 1.049 -1.313
H 4.94885 -3.07602 -0.38232 -0.506 0.015 -0.122
H 5.56736 -2.82891 -2.03046 -0.603 -0.039 -0.208
H 6.11533 -4.11248 -1.06904 0.073 -0.413 -0.027
H 4.42848 -5.03659 -2.76912 -0.159 0.394 -0.271
H 4.20447 -5.30526 0.11449 -0.208 -0.641 0.427
H 3.99531 -6.71529 -1.01161 -0.135 0.293 -0.239
C -7.02884 -0.45593 -0.26377 -0.690 0.860 0.389
C -5.90759 -1.45900 -0.29974 -0.455 0.958 -0.355
C -6.12520 -2.57801 -1.32205 -0.139 0.094 1.004
O -4.84022 -2.64575 -1.91465 0.198 -1.962 -1.387
C -4.09159 -1.58524 -1.68825 -2.475 0.297 1.615
O -3.03517 -1.35094 -2.13769 1.557 0.391 -0.954
O -4.75885 -0.78991 -0.82309 1.000 0.528 -0.361
H -6.66313 0.56711 -0.17580 0.431 -0.058 0.373
H -7.67567 -0.61647 0.59875 -0.156 -0.105 -0.129
H -7.63797 -0.37696 -1.16423 -0.019 -0.621 -0.098
H -5.59881 -1.72053 0.71236 -0.322 -0.663 -0.023
H -6.91586 -2.35186 -2.03746 0.367 0.325 -0.344
H -6.41880 -3.53044 -0.88070 0.504 -0.104 0.102
C 1.51288 -5.16579 2.61713 -0.500 1.151 -0.143
C 1.76445 -3.64571 2.41013 -0.957 -1.096 1.893
C 2.01107 -2.80796 3.68895 -2.579 -0.796 -0.561
O 3.07917 -1.96094 3.30116 -1.577 1.287 4.005
C 3.64167 -2.42699 2.28001 2.006 -0.063 -3.208
O 4.57692 -1.88066 1.74662 0.010 -0.647 -0.219
O 3.01146 -3.52453 1.84937 2.434 -0.262 -2.559
H 0.43831 -5.33782 2.67875 0.074 -0.096 0.108
H 1.99065 -5.52222 3.52970 0.071 0.000 -0.086
H 1.89390 -5.69380 1.74298 -0.040 0.003 0.096
H 0.99446 -3.16398 1.80750 0.017 -0.157 -0.424
H 2.17441 -3.51020 4.50643 0.570 0.730 0.377
H 1.11413 -2.20305 3.82189 0.363 0.039 0.754
C 4.27239 0.63941 -4.91768 1.346 0.257 -0.524
C 3.09005 -0.08094 -5.43688 0.536 1.951 -1.649
C 3.29412 -1.35721 -6.28155 -0.052 1.492 1.071
O 2.30358 -2.12550 -5.67221 -2.134 -2.185 1.545
C 1.71384 -1.53685 -4.56528 -2.586 -2.506 0.409
O 0.74417 -1.98991 -3.91953 3.272 0.722 -2.347
O 2.27716 -0.40236 -4.33509 -0.092 0.196 0.942
H 4.00269 1.54862 -4.38037 0.064 -0.208 0.177
H 4.92232 0.94462 -5.73777 -0.145 0.189 -0.256
H 4.92781 -0.02293 -4.35215 -0.227 0.023 0.523
H 2.46031 0.58479 -6.02707 0.107 0.306 -0.169
H 4.31012 -1.74068 -6.18780 -0.147 -0.470 0.197
H 3.02960 -1.24562 -7.33306 0.148 0.202 0.105
C 6.58001 0.98542 3.53295 -0.201 -0.414 0.691
C 5.19406 1.58556 3.35169 1.460 -0.854 -1.676
C 4.00793 1.03261 4.15246 0.969 -0.539 0.005
O 3.80254 2.04650 5.07592 -0.623 2.456 1.373
C 4.45870 3.20178 4.75072 -0.855 1.319 -0.165
O 4.26608 4.29541 5.24934 0.586 -2.383 -0.701
O 5.28629 2.93977 3.71060 -0.780 1.417 1.178
H 6.62410 0.03695 2.99764 0.117 -0.140 0.280
H 6.77953 0.88101 4.59944 0.012 -0.459 0.113
H 7.39260 1.62242 3.18362 -0.393 0.209 -0.411
H 5.03979 1.57676 2.27270 -0.564 -0.055 -0.040
H 4.21572 0.18952 4.81134 0.196 -0.558 -0.790
H 3.12324 0.86537 3.53809 -0.032 0.010 0.019
C 3.01551 1.97332 -1.33559 -0.092 -0.016 0.236
C 3.93195 1.02873 -0.59989 -0.310 1.648 0.633
C 4.09540 -0.28867 -1.19986 -0.420 -2.824 -0.497
O 5.47538 -0.42678 -1.50534 -0.382 -1.062 -0.580
C 6.09774 0.66350 -1.14642 4.116 0.278 -1.069
O 7.29184 0.83741 -1.36471 -2.038 0.022 0.668
O 5.29019 1.51806 -0.58281 -0.799 1.692 1.069
H 3.43634 2.16738 -2.32218 -0.252 -0.013 -0.049
H 2.86319 2.93199 -0.83976 0.284 -0.034 0.158
H 2.03444 1.50150 -1.39021 0.002 -0.123 -0.311
H 3.60296 0.82050 0.41820 0.226 0.833 0.188
H 3.54037 -0.50246 -2.11327 -0.221 0.137 0.237
H 3.86749 -0.99869 -0.40486 -0.168 -0.521 -0.613
C -4.67315 -6.74376 -2.34961 -1.016 -1.040 0.660
C -3.57606 -6.50108 -3.32287 -0.224 -1.193 -0.667
C -3.97427 -5.71395 -4.58907 -1.122 -0.622 -0.306
O -3.03368 -4.68134 -4.63409 1.061 1.086 0.255
C -2.39047 -4.64020 -3.48094 3.867 3.390 1.551
O -1.51861 -3.78168 -3.15334 -3.459 -2.994 -1.786
O -2.70003 -5.64617 -2.68344 1.305 2.242 0.809
H -5.08796 -5.80216 -1.98984 -0.164 0.121 -0.390
H -4.35663 -7.26096 -1.44383 0.574 -0.025 -0.108
H -5.45270 -7.40614 -2.72597 -0.175 0.293 -0.328
H -2.88961 -7.32898 -3.50031 -0.897 -0.801 -0.535
H -4.96086 -5.26083 -4.49208 -0.135 -0.036 0.198
H -3.95584 -6.19802 -5.56552 0.150 -0.488 0.348
C -0.81704 2.29756 5.10789 0.812 -0.348 0.590
C 0.40577 1.47251 5.54862 -0.019 2.054 -0.221
C 1.07131 1.79525 6.88745 -0.139 1.437 -0.609
O 1.48286 0.50640 7.29515 1.161 0.794 1.594
C 0.81613 -0.42145 6.68627 0.423 -4.139 -1.411
O 1.01312 -1.64169 6.83130 -1.277 3.849 -0.479
O 0.01191 0.16513 5.72523 -0.534 -3.067 0.687
H -0.58072 3.36037 5.05604 -0.007 -0.057 -0.032
H -1.58539 2.11321 5.85873 -0.168 0.195 -0.026
H -1.18319 1.96247 4.13745 0.149 0.005 0.012
H 1.22423 1.49107 4.82898 -0.160 0.178 -0.452
H 0.47637 2.28959 7.65541 -0.457 -0.392 0.026
H 1.91023 2.46622 6.70274 0.307 -0.428 0.169
C -4.53785 1.38009 -4.35375 0.535 -0.902 -0.823
C -5.84338 1.11769 -3.70016 -1.076 2.386 0.413
C -7.14176 1.79699 -4.25139 0.914 -0.409 -0.208
O -7.97795 0.65934 -4.46025 -2.048 1.640 -0.168
C -7.41125 -0.46934 -4.16759 -0.871 -3.277 -1.714
O -7.91969 -1.57650 -4.40713 1.633 2.782 1.410
O -6.16976 -0.23856 -3.75300 0.926 -1.944 0.834
H -4.24778 2.42832 -4.42558 -0.121 -0.060 0.353
H -4.53040 0.94502 -5.35313 -0.093 0.160 -0.249
H -3.81917 0.77215 -3.80420 0.416 0.386 0.086
H -5.75639 1.46651 -2.67115 0.003 -0.470 0.312
H -7.06098 2.30110 -5.21443 0.282 -0.030 0.040
H -7.54364 2.50060 -3.52234 -0.337 -0.282 -0.058
C 1.10959 4.27447 -3.56589 -0.101 -0.010 0.585
C -0.27762 3.58628 -3.42354 1.365 1.928 0.623
C -1.00232 3.21841 -4.68817 1.051 -0.568 -0.990
O -1.18092 1.78437 -4.54660 -1.355 0.304 -0.111
C -0.78942 1.38137 -3.34451 2.226 -1.530 0.406
O -0.80474 0.22919 -2.94923 -0.692 1.883 -0.721
O -0.08284 2.34962 -2.71358 -1.301 -0.179 -0.139
H 1.11259 5.34857 -3.75139 -0.712 -0.021 -0.723
H 1.79838 3.78959 -4.25767 -0.207 -0.111 -0.090
H 1.61948 4.31660 -2.60343 -0.082 -0.687 0.263
H -0.93095 4.25108 -2.85848 0.141 -0.203 0.405
H -0.36063 3.34914 -5.55951 0.024 -0.050 -0.059
H -1.90560 3.79577 -4.88524 -0.320 -0.550 0.398
C 4.99326 5.10272 1.20421 1.167 0.280 0.844
C 5.05155 5.81135 -0.14189 -1.778 -0.227 1.291
C 6.34180 6.05977 -0.82301 1.082 -0.379 1.099
O 6.12663 5.56231 -2.11022 0.152 -0.308 -2.338
C 4.99567 4.79939 -2.17178 0.122 0.858 -1.602
O 4.54363 4.22087 -3.14137 1.154 0.714 1.473
O 4.40013 4.95077 -1.02121 -2.395 -1.979 -0.328
H 4.98201 5.79488 2.04618 -0.026 0.082 -0.010
H 5.89654 4.50523 1.32742 0.224 0.031 -0.035
H 4.20289 4.37175 1.37479 -0.401 0.460 -0.581
H 4.47966 6.73651 -0.21345 -0.254 0.156 0.633
H 7.14242 5.45003 -0.40431 0.267 0.402 0.256
H 6.50887 7.13369 -0.74002 0.684 -0.156 -0.736
C -2.37805 3.18106 1.69630 0.831 0.259 0.208
C -2.11921 2.82122 0.23786 -1.432 -1.669 1.012
C -3.23293 1.95199 -0.31280 0.067 -1.180 -0.007
O -3.88486 2.76789 -1.30945 -0.259 -0.742 -0.016
C -3.15606 3.85959 -1.53403 -0.269 1.514 -0.715
O -3.35554 4.67303 -2.43305 0.722 -1.949 2.145
O -2.19644 3.95048 -0.56766 0.480 1.901 -1.685
H -1.51264 3.71959 2.08250 -0.092 0.173 0.207
H -2.52535 2.32823 2.35893 0.219 -0.345 -0.375
H -3.27377 3.78280 1.85024 -0.005 0.205 -0.445
H -1.24806 2.20095 0.02701 0.709 0.748 0.455
H -3.88776 1.54231 0.45626 -0.621 0.680 -0.158
H -2.78691 1.04717 -0.72567 -0.169 0.120 -0.722
```
Positions in Å, forces in eV/Å.

Results
HOMO-LUMO gap in hartree: 0.34320
E_HOMO in hartree: -0.404
Net charge: +1
Spin multiplicity: 1

Mulliken population analysis, charges in e, atoms 1 to 6: 2.14, 1.47, 0.33, -0.16, 0.05, -0.99